[1]
{
  "formula": "C12H26N6O6Zn",
  "method": "wB97M-V/def2-TZVPD",
  "symbols": ["O", "H", "Zn", "N", "N", "N", "N", "O", "O", "O", "O", "C", "C", "C", "C", "C", "H", "H", "H", "C", "H", "H", "H", "C", "C", "H", "H", "H", "H", "H", "H", "H", "H", "C", "H", "H", "H", "O", "H", "H", "C", "N", "C", "C", "N", "H", "H", "H", "H", "H", "H"],
  "positions_angstrom": [[-0.1410, 0.0959, -4.1941], [-0.3698, 0.0726, -5.1349], [0.4351, -0.2875, -0.4652], [-0.1316, 1.6117, 0.0943], [1.4935, 0.8419, -1.7250], [-1.2894, -0.9529, 0.3890], [-0.0923, -1.7578, -1.6600], [-1.0999, 1.9832, 0.8936], [-1.9098, -0.3873, 1.4596], [0.4800, -2.0724, -2.8576], [1.9129, 0.4796, -2.8624], [1.7755, 2.0674, -1.2096], [0.9272, 2.4402, -0.1069], [-1.5875, -2.2090, 0.0887], [-0.9285, -2.6525, -1.1291], [1.1159, 3.6314, 0.7631], [1.4413, 3.3148, 1.7639], [0.1698, 4.1725, 0.8595], [1.8772, 4.3056, 0.3550], [2.7660, 2.9474, -1.8830], [2.4728, 3.0990, -2.9278], [3.7870, 2.5439, -1.8691], [2.7757, 3.9229, -1.3999], [-2.4378, -3.1000, 0.9379], [-1.1738, -4.0010, -1.7095], [-2.9949, -2.4787, 1.6543], [-1.8048, -3.8166, 1.4903], [-3.1425, -3.6639, 0.3123], [-0.5823, -4.1687, -2.6153], [-2.2409, -4.1472, -1.9323], [-0.9282, -4.7779, -0.9710], [-1.6476, 0.6102, 1.3241], [0.8697, -1.1993, -3.1793], [-1.1714, 0.7651, -3.4837], [-0.7342, 1.5758, -2.8926], [-1.7075, 0.0871, -2.8094], [-1.8783, 1.1740, -4.2188], [-3.4825, 2.4237, -0.9674], [-3.6505, 1.5025, -1.2953], [-2.6029, 2.2974, -0.5093], [2.3320, -1.4288, 4.3356], [1.4043, -0.5080, 3.6561], [0.4579, 0.2672, 4.4815], [1.3886, -0.4723, 2.3560], [1.5104, -0.5974, 1.1909], [2.2081, -1.2546, 5.4175], [3.3616, -1.2036, 4.0054], [2.0838, -2.4732, 4.0689], [0.4370, 1.3269, 4.1858], [-0.5677, -0.1283, 4.4139], [0.8143, 0.1791, 5.5113]],
  "forces_ev_per_a": [[-0.547, -0.103, -1.006], [0.068, -0.023, 0.494], [0.322, 1.613, -0.422], [2.850, 2.273, -1.528], [0.762, 2.339, 1.266], [-2.304, -2.715, 0.493], [-1.687, -3.120, -0.169], [-0.958, -0.299, 1.607], [0.519, -0.510, -0.404], [0.106, 0.171, 0.500], [1.123, -0.460, -0.346], [0.167, -2.573, -1.292], [-2.740, -1.882, 0.982], [0.469, 2.609, 1.561], [2.365, 1.375, -1.960], [0.030, 0.422, -0.287], [-0.158, 0.058, -0.123], [0.140, -0.080, 0.122], [-0.194, -0.130, 0.186], [-0.183, 0.378, -0.130], [0.161, -0.085, 0.033], [-0.254, -0.078, -0.052], [0.134, 0.040, -0.079], [-0.267, 0.212, -0.058], [-0.232, -0.336, -0.134], [0.204, -0.317, -0.249], [-0.237, 0.247, -0.218], [0.160, 0.063, 0.252], [-0.184, 0.144, 0.277], [0.247, 0.129, -0.064], [0.059, 0.212, -0.120], [0.028, 0.636, -0.011], [-0.102, -0.328, 0.313], [-0.174, 0.391, -0.499], [-0.120, -0.093, -0.069], [0.060, -0.040, -0.080], [-0.059, 0.104, 0.503], [1.021, -1.718, -0.034], [0.050, 1.318, 0.385], [-0.944, 0.386, -0.149], [0.094, -0.159, -0.397], [-0.261, 0.412, 0.786], [-0.291, 0.217, -0.193], [0.594, -0.846, -2.263], [-0.165, 0.337, 2.720], [0.272, -0.267, -0.595], [-0.395, -0.187, 0.348], [0.176, 0.430, 0.310], [0.086, -0.401, 0.038], [0.382, 0.049, -0.023], [-0.195, 0.184, -0.221]],
  "relative_energy_kcal_mol": 10.5,
  "e_homo_ha": [-0.21558, -0.21548],
  "energy_ev": -82502.15072,
  "molar_mass_g_mol": 415.8,
  "max_force_ev_per_a": 4.0,
  "gap_ev": [5.38, 5.38]
}

[2]
{
  "formula": "C29H22F2O3S",
  "method": "wB97M-V/def2-TZVPD",
  "symbols": ["F", "C", "C", "C", "C", "C", "C", "C", "C", "C", "C", "C", "F", "C", "C", "C", "C", "H", "H", "H", "H", "H", "H", "H", "H", "H", "H", "H", "C", "C", "C", "C", "S", "C", "C", "O", "C", "C", "C", "C", "C", "C", "O", "O", "C", "C", "H", "H", "H", "H", "H", "H", "H", "H", "H", "H", "H"],
  "positions_angstrom": [[-3.3126, 4.1250, -3.1769], [-3.2673, 2.7516, -3.1678], [-4.4710, 2.0474, -3.1749], [-4.4059, 0.6442, -3.1683], [-3.1819, -0.0082, -3.1432], [-1.9611, 0.7170, -3.1121], [-0.7138, 0.0337, -3.0613], [0.5141, 0.6660, -3.1876], [1.7300, 0.0111, -3.0536], [2.9920, 0.6733, -3.0772], [3.0809, 2.0942, -3.0816], [4.3348, 2.6842, -3.1013], [4.4064, 4.0572, -3.0874], [5.5249, 1.9586, -3.1242], [5.4354, 0.5566, -3.1265], [4.2002, -0.0737, -3.1050], [-2.0253, 2.1387, -3.1420], [-5.4168, 2.5808, -3.1860], [-5.3282, 0.0633, -3.1783], [-3.1232, -1.0974, -3.1427], [-0.7268, -1.0512, -2.9392], [0.5245, 1.7293, -3.4312], [1.7193, -1.0752, -2.9400], [2.1857, 2.7119, -3.0613], [6.4810, 2.4736, -3.1365], [6.3479, -0.0396, -3.1439], [4.1241, -1.1618, -3.1179], [-1.1193, 2.7400, -3.1172], [-4.3375, -2.6870, 5.6443], [-3.5062, -1.5872, 5.8793], [-2.3653, -1.3934, 5.0987], [-2.0722, -2.2952, 4.0703], [-0.6182, -2.0194, 3.0416], [-1.2212, -0.9939, 1.7997], [-0.4819, -0.0265, 1.0390], [-1.0204, 0.6845, 0.1698], [0.9967, 0.0827, 1.3729], [1.8493, -1.0230, 1.3234], [3.2109, -0.8691, 1.5980], [3.7128, 0.3939, 1.9392], [2.8587, 1.5059, 1.9680], [1.5047, 1.3450, 1.6639], [0.2919, -1.3371, 3.9304], [-0.2661, -3.3119, 2.4951], [-2.8961, -3.3970, 3.8323], [-4.0356, -3.5865, 4.6176], [-5.2219, -2.8413, 6.2607], [-3.7367, -0.8706, 6.6678], [-1.7058, -0.5455, 5.2747], [-2.2956, -1.0970, 1.6567], [1.4580, -2.0017, 1.0428], [3.8633, -1.7443, 1.5600], [4.7693, 0.5107, 2.1860], [3.2299, 2.4983, 2.2297], [0.8110, 2.1882, 1.6739], [-2.6426, -4.0916, 3.0338], [-4.6811, -4.4409, 4.4152]],
  "forces_ev_per_a": [[0.015, -1.216, -0.012], [0.241, 0.699, 0.023], [0.566, -0.487, -0.002], [-0.051, 0.260, -0.043], [0.541, 0.026, 0.130], [-1.021, 0.661, -0.180], [0.236, -0.140, 0.248], [0.621, 0.006, -0.148], [-1.107, 0.009, -0.134], [1.255, 0.745, -0.123], [0.309, -0.430, -0.010], [-0.163, 0.741, 0.045], [-0.051, -1.253, -0.043], [-0.538, -0.483, 0.021], [0.082, 0.332, -0.037], [-0.632, 0.074, 0.071], [-0.307, -0.341, 0.062], [0.182, -0.079, 0.015], [0.268, 0.183, 0.002], [-0.151, 0.287, 0.068], [-0.053, 0.229, 0.092], [-0.005, -0.388, 0.287], [0.055, 0.234, 0.117], [0.392, -0.026, 0.089], [-0.191, -0.068, 0.018], [-0.265, 0.184, 0.004], [0.139, 0.279, 0.066], [-0.408, -0.014, 0.074], [0.144, 0.024, -0.176], [0.152, -0.152, -0.171], [-0.156, -0.155, -0.169], [-0.343, -0.096, -0.057], [-1.021, 0.405, 0.352], [0.403, 0.972, -0.653], [-0.674, -1.957, 1.676], [0.284, 0.457, -0.723], [-0.160, 0.238, -0.693], [0.252, 0.167, -0.213], [-0.203, 0.303, 0.064], [-0.169, -0.014, -0.062], [-0.146, -0.269, -0.082], [0.277, 0.023, 0.144], [0.625, -0.062, -0.100], [0.299, -0.289, 0.109], [-0.047, 0.284, 0.111], [0.151, 0.136, 0.053], [0.170, 0.039, -0.143], [0.014, -0.242, -0.154], [-0.110, -0.215, -0.080], [0.260, -0.012, -0.153], [0.036, 0.231, 0.199], [-0.125, 0.320, 0.049], [-0.267, -0.016, -0.077], [0.018, -0.317, -0.053], [0.269, -0.182, -0.004], [-0.012, 0.147, 0.172], [0.119, 0.204, 0.141]],
  "relative_energy_kcal_mol": 0.0,
  "e_homo_ha": -0.23670,
  "energy_ev": -52838.19712,
  "molar_mass_g_mol": 488.6,
  "max_force_ev_per_a": 2.7,
  "gap_ev": 2.98
}

[3]
{
  "formula": "C5H16N3",
  "method": "wB97M-V/def2-TZVPD",
  "symbols": ["C", "N", "C", "C", "C", "N", "C", "N", "H", "H", "H", "H", "H", "H", "H", "H", "H", "H", "H", "H", "H", "H", "H", "H"],
  "positions_angstrom": [[-0.1852, 1.5996, 0.4854], [-0.3766, 0.1738, 0.1923], [0.8190, -0.5469, -0.2533], [0.5974, -1.8929, -0.9031], [-0.0058, -2.9285, 0.1025], [0.9169, -3.3065, 1.1336], [-0.8668, 2.4020, -0.6476], [-0.8910, 3.8749, -0.2218], [0.8789, 1.8408, 0.4547], [-0.6737, 1.7796, 1.4393], [-0.7712, -0.3179, 0.9826], [1.5514, -0.5090, 0.5774], [1.4134, 0.0597, -0.9553], [-0.0155, -1.7627, -1.7929], [1.6014, -2.1765, -1.2299], [-0.8812, -2.3927, 0.4769], [-0.3037, -3.8352, -0.4186], [1.4984, -4.1189, 1.0144], [1.2159, -2.6040, 1.7676], [-0.2483, 2.3084, -1.5289], [-1.8942, 2.0898, -0.7498], [-0.0062, 4.1785, 0.2521], [-1.6644, 4.0130, 0.4733], [-1.0836, 4.5092, -1.0262]],
  "forces_ev_per_a": [[-0.713, -1.000, -0.919], [-0.046, -0.373, -0.571], [0.944, 1.460, 0.275], [0.301, -0.279, 0.688], [0.959, 0.847, -1.127], [-0.727, -0.504, 0.281], [0.832, 0.547, 1.581], [-0.202, -0.696, -0.195], [0.023, 0.207, 0.605], [0.350, 0.501, 0.127], [-0.011, 0.214, 0.001], [-0.110, -0.954, 0.086], [-0.743, 0.190, -0.283], [-0.236, -0.007, 0.001], [-0.122, -0.494, -0.066], [-0.245, -0.605, 0.395], [-0.280, 0.080, -0.050], [-0.023, 0.380, -0.062], [0.434, 0.212, 0.259], [-0.331, 0.039, -0.404], [-0.091, -0.082, -0.396], [0.044, 0.028, -0.235], [-0.078, 0.139, 0.058], [0.071, 0.150, -0.047]],
  "relative_energy_kcal_mol": 41.0,
  "e_homo_ha": [-0.13492, -0.32732],
  "spin_multiplicity": 2,
  "energy_ev": -9911.00633,
  "molar_mass_g_mol": 118.2,
  "max_force_ev_per_a": 1.9,
  "gap_ev": [4.54, 9.70]
}